ORCA calculation (wB97M-V/def2-TZVPD) on a cluster of 7 separate species, C11H36O7 in total in a non-equilibrium geometry.

Results
HOMO energy ... -0.36012 Ha
SMILES ... CCO.CCO.CCO.CCO.CCO.CO.O

Each line ends with the natural charge from an NBO analysis.
Cartesian coordinates (Å):
C (0.46038, -0.90343, -3.11249)  -0.639
C (0.06183, -2.20025, -3.83430)  -0.052
O (-1.25080, -2.10696, -4.27002)  -0.714
H (1.53306, -0.93430, -2.92144)  0.208
H (-0.10648, -0.83563, -2.18395)  0.192
H (0.22269, 0.01893, -3.64243)  0.215
H (0.27615, -3.03728, -3.16981)  0.151
H (0.72381, -2.32748, -4.69086)  0.172
H (-1.83203, -1.77045, -3.58407)  0.467
C (2.84957, -2.87649, -0.27608)  -0.651
C (3.10178, -2.72283, 1.25270)  -0.060
O (1.93464, -2.58226, 2.03539)  -0.745
H (3.63535, -2.43049, -0.88578)  0.225
H (2.00299, -2.29851, -0.64668)  0.219
H (2.61442, -3.92107, -0.48016)  0.225
H (3.71439, -1.84207, 1.44526)  0.157
H (3.68884, -3.52358, 1.70244)  0.166
H (2.21558, -2.23059, 2.88333)  0.481
C (0.09919, 3.24414, -3.22416)  -0.631
C (-0.23252, 3.30238, -1.69383)  -0.056
O (0.94473, 3.35761, -0.91313)  -0.750
H (-0.73242, 3.12252, -3.91823)  0.209
H (0.77730, 2.40207, -3.36265)  0.205
H (0.61524, 4.16969, -3.47938)  0.207
H (-0.79922, 2.40567, -1.44308)  0.157
H (-0.87519, 4.15686, -1.48188)  0.147
H (0.79003, 2.82278, -0.13107)  0.498
C (-1.87671, -4.33784, -0.43281)  -0.625
C (-1.11614, -3.44600, 0.55437)  -0.058
O (-0.12340, -4.23415, 1.18500)  -0.754
H (-2.45778, -5.05754, 0.14381)  0.213
H (-1.20664, -4.76642, -1.17809)  0.209
H (-2.45657, -3.73626, -1.13277)  0.204
H (-1.87102, -2.94406, 1.15960)  0.156
H (-0.62515, -2.65205, -0.00836)  0.140
H (0.56264, -3.70141, 1.59383)  0.497
C (-0.60171, 4.71239, 3.16952)  -0.649
C (-1.74297, 3.70583, 3.59790)  -0.062
O (-1.22984, 2.41148, 3.57807)  -0.737
H (0.33368, 4.49197, 3.68387)  0.197
H (-0.86232, 5.77037, 3.19873)  0.220
H (-0.29053, 4.52851, 2.14120)  0.221
H (-2.53371, 3.86581, 2.86493)  0.179
H (-2.11945, 3.96083, 4.58852)  0.167
H (-0.53241, 2.42141, 4.23768)  0.475
C (0.59335, 0.30766, 0.96055)  -0.262
O (0.40646, 1.65309, 1.26562)  -0.747
H (-0.21449, -0.40937, 1.10669)  0.176
H (0.85472, 0.15636, -0.08678)  0.185
H (1.38583, -0.13317, 1.56532)  0.160
H (0.10302, 1.67630, 2.17610)  0.491
O (-3.06835, 1.41059, 1.26849)  -0.940
H (-3.43379, 2.25818, 1.01498)  0.463
H (-2.31021, 1.62861, 1.81065)  0.477

***

ORCA calculation (wB97M-V/def2-TZVPD) on the molecule C7H7ClN2 in a non-equilibrium geometry.

Results
HOMO energy (alpha / beta) ... -0.29527 / -0.29992 Ha

Each line ends with the natural charge from an NBO analysis.
Cartesian coordinates (Å):
C (-3.14263, -2.39195, 0.96376)  0.137
C (-2.01842, 1.10049, 0.02478)  -0.349
C (-2.75434, -1.19514, 0.55505)  0.052
C (-3.00665, 0.11405, 0.36070)  -0.032
C (-0.69183, 0.63392, -0.10734)  0.235
C (0.48649, 1.56410, -0.32560)  -0.656
C (0.74015, -1.31286, 0.56402)  -0.425
N (-3.45427, -3.50229, 1.18751)  -0.244
N (-0.46870, -0.60292, 0.02840)  -0.326
Cl (-4.66569, 0.57195, 0.67111)  0.038
H (-2.32011, 2.20728, -0.03178)  0.239
H (0.19213, 2.42392, -0.80120)  0.234
H (1.00778, 1.86653, 0.61187)  0.232
H (1.29083, 0.89015, -0.76345)  0.224
H (1.37024, -0.54475, 0.92382)  0.193
H (0.38960, -2.05021, 1.27945)  0.234
H (1.12151, -1.74398, -0.31470)  0.214

***

ORCA calculation (wB97M-V/def2-TZVPD) on the molecule C4H6N2OS in a non-equilibrium geometry.

Results
HOMO energy ... -0.30925 Ha

Each line ends with the natural charge from an NBO analysis.
Cartesian coordinates (Å):
C (-0.13835, 0.84501, -0.01738)  0.437
C (-2.25759, -0.77017, 0.08239)  0.411
C (1.19513, 1.58904, 0.01031)  -0.664
C (0.71761, -1.48773, -0.01387)  -0.433
N (-1.21950, 1.58874, 0.02352)  -0.771
N (-0.24713, -0.41364, 0.03913)  -0.504
O (-2.56892, -1.90995, 0.05033)  -0.490
S (-2.63936, 0.80444, 0.05905)  0.668
H (1.11637, 2.13132, -1.00119)  0.244
H (1.99040, 0.82682, -0.07406)  0.213
H (1.22353, 2.25822, 0.94469)  0.254
H (0.82683, -1.95731, 1.07576)  0.211
H (0.26190, -2.31983, -0.76767)  0.220
H (1.73910, -1.18495, -0.41102)  0.206